1.
Density functional theory data (wB97M-V/def2-TZVPD) for a molecular structure, C28H27InN3SSi.

Atoms and positions in Å:
C -1.50644 -1.46632 -0.59326
C -0.61132 -2.54203 -0.41088
C -0.13390 -2.50885 0.93200
H -0.33876 -3.28861 -1.16219
C -0.71383 -1.40424 1.59544
C -1.56725 -0.72651 0.65303
H -2.34738 -0.00806 0.91570
H -2.09725 -1.24140 -1.48764
H 0.54090 -3.24155 1.36970
H -0.60153 -1.12789 2.64154
In 0.37618 0.70459 -0.13271
C 5.21392 -0.04470 -2.05292
H 4.83110 -0.38946 -1.07950
H 6.28504 -0.31608 -2.10750
H 4.72430 -0.56646 -2.88927
Si 2.17902 -0.13950 -1.80120
C 1.77136 0.00176 -3.60558
C 0.71584 -0.75865 -4.14456
H 0.14179 -1.42402 -3.49170
C 0.40995 -0.66143 -5.50656
H -0.40075 -1.26284 -5.92217
C 1.14744 0.19368 -6.33388
H 0.92293 0.24754 -7.39994
C 2.16601 0.98110 -5.79149
H 2.73708 1.65078 -6.43148
C 2.45967 0.91003 -4.42889
H 3.23012 1.54698 -3.99163
C 2.79564 -1.86421 -1.40929
C 3.07719 -2.76373 -2.46166
H 2.93968 -2.44414 -3.50204
C 3.49301 -4.07360 -2.19152
H 3.72678 -4.74618 -3.02472
C 3.57036 -4.52491 -0.87022
H 3.80988 -5.57245 -0.66816
C 3.30340 -3.64383 0.18603
H 3.36927 -4.00561 1.21886
C 2.92895 -2.32141 -0.08231
H 2.68830 -1.63779 0.74165
H 3.05940 0.98298 -1.34895
H 5.07719 1.05391 -2.15367
N -0.52593 3.47205 2.98060
C -1.81693 3.59214 2.46590
C -2.96896 4.09557 3.03908
C -4.19408 3.79792 2.42491
C -4.24233 2.96024 1.29909
C -3.06151 2.49013 0.70151
C -1.84309 2.82942 1.29592
N -0.56130 2.30998 1.09997
C 0.20958 2.70867 2.13698
C 1.55796 2.26095 2.34935
C 2.46940 2.66121 3.30179
S 3.93540 1.75091 3.14835
C 3.25530 0.87647 1.81795
N 2.01469 1.25352 1.50801
H -0.20188 3.79278 3.88559
H -2.89102 4.69715 3.94192
H -5.12322 4.19187 2.84754
H -5.20782 2.66432 0.88544
H -3.05412 1.84811 -0.18168
H 2.28674 3.45851 4.01287
H 3.81161 0.12768 1.25267

Atomic forces in eV per Å
C 0.3 -0.3 0.2
C -0.4 0.5 0.2
C -0.4 0.5 -0.1
H -0.1 0.3 0.3
C 0.6 -0.2 -0.5
C 0.4 0.5 -0.7
H 0.3 -0.3 0.0
H 0.3 -0.1 0.4
H -0.2 0.3 -0.1
H 0.0 -0.2 -0.2
In -1.3 -2.0 0.2
C 1.0 0.2 -0.1
H 0.2 0.1 -0.6
H -0.4 0.3 0.0
H 0.0 0.2 0.4
Si -0.2 0.4 0.0
C -0.5 0.4 -0.1
C 0.2 0.2 -0.3
H 0.2 0.1 -0.3
C 0.1 0.0 0.2
H 0.2 0.2 0.1
C 0.0 -0.1 0.3
H 0.1 0.0 0.3
C -0.1 0.0 0.1
H -0.2 -0.1 0.1
C -0.2 -0.4 0.0
H -0.1 -0.2 -0.2
C -0.2 -0.7 0.4
C -0.1 0.1 0.3
H 0.2 -0.1 0.4
C -0.2 0.2 0.0
H -0.2 0.2 0.4
C -0.1 0.2 -0.1
H 0.0 0.4 0.0
C 0.0 0.1 -0.1
H 0.0 0.2 -0.4
C 0.1 -0.2 -0.4
H 0.0 -0.5 -0.2
H -0.1 -0.3 -0.2
H 0.3 -0.8 0.1
N 0.5 0.2 -0.1
C 0.0 -0.6 0.2
C -0.7 0.4 0.0
C 0.6 0.1 0.4
C 0.7 -0.2 -0.6
C -0.4 0.2 -0.1
C 0.2 -0.3 0.5
N 1.4 0.5 0.6
C -2.5 0.2 -0.8
C 1.8 -0.6 0.3
C -0.5 -0.3 -0.7
S -1.0 0.0 -0.5
C -1.3 1.1 0.0
N 1.3 0.0 1.0
H -0.2 0.0 -0.3
H -0.3 -0.1 -0.1
H 0.4 -0.2 -0.1
H 0.3 0.2 0.1
H -0.2 0.2 0.3
H 0.4 -0.2 0.1
H -0.2 0.2 0.3

Computed properties:
Net charge: +1
Frontier orbital gap: 6.356 eV



2.
Density functional theory data (wB97M-V/def2-TZVPD) for a molecular structure, C28H27N2O4.

Atoms and positions in Å:
C -2.14501 -1.59795 2.37865
O -1.89179 -0.26327 1.90838
C -2.88679 0.67393 1.94428
C -2.44309 1.98140 2.09571
N -1.02836 2.21525 2.05935
C -0.17936 1.61354 1.20507
N 1.04612 1.89716 1.56046
C 2.33164 1.51282 0.99630
C 1.01328 2.78900 2.64264
C -0.27616 2.99891 2.94192
C -3.34518 3.04512 2.19736
O -2.77839 4.27822 2.18599
C -3.62512 5.44246 2.06613
C -4.72945 2.77808 2.20526
C -5.15987 1.45454 2.10145
C -4.26097 0.39243 1.97385
H -1.15361 -2.03875 2.49050
H -2.66684 -1.58256 3.34370
H -2.72667 -2.16167 1.63853
H 2.21938 0.75514 0.22234
H 2.82962 2.39311 0.56592
H 2.96308 1.10903 1.79907
H 1.91749 3.15268 3.08793
H -0.73564 3.58353 3.71987
H -2.92822 6.28020 2.06613
H -4.19251 5.41607 1.12603
H -4.31357 5.51615 2.91853
H -5.44510 3.60315 2.27593
H -6.22917 1.24464 2.11797
H -4.61108 -0.64173 1.92004
C 4.79640 -6.90580 -2.15766
O 3.70730 -6.53642 -1.28463
C 3.08698 -5.33941 -1.44409
C 2.06788 -5.02050 -0.51027
C 1.45576 -3.78581 -0.55029
C 1.81950 -2.80176 -1.50515
C 1.24036 -1.48002 -1.47315
O 1.48984 -0.76504 -2.60351
C 1.06695 0.54910 -2.71112
C 0.28969 1.14547 -1.69204
C -0.32201 2.38413 -1.99320
C -0.07119 2.99982 -3.21159
C 0.77718 2.41620 -4.16014
C 1.32770 1.16127 -3.92672
C 0.13900 0.42706 -0.48670
C 0.51071 -0.90860 -0.43309
C 2.77953 -3.17060 -2.47799
C 3.41288 -4.40158 -2.45657
H 5.09517 -7.88680 -1.79004
H 4.46699 -6.97911 -3.20176
H 5.63560 -6.20290 -2.07793
H 1.80843 -5.76077 0.24484
H 0.66972 -3.54458 0.15991
H -1.02467 2.79698 -1.26691
H -0.55554 3.94745 -3.43997
H 0.98893 2.93023 -5.09622
H 1.91617 0.64505 -4.68017
H -0.69547 0.87532 0.48188
H 0.30991 -1.51281 0.45073
H 3.06486 -2.47589 -3.26006
H 4.17678 -4.64033 -3.20166

Atomic forces in eV per Å
C -0.2 0.3 -0.3
O -0.4 -0.2 0.0
C -0.4 -0.7 0.9
C 0.3 0.3 -0.4
N 1.0 1.3 0.7
C -2.0 2.6 5.2
N 0.9 1.1 0.8
C 0.7 0.0 -0.1
C 0.0 -0.2 -0.2
C -0.7 -0.3 0.3
C -0.5 0.1 -0.6
O -0.4 0.2 0.1
C 0.1 -0.5 0.1
C 0.5 0.2 0.0
C 0.2 0.0 0.0
C 0.2 0.1 0.0
H -0.2 0.0 0.0
H 0.1 0.0 -0.2
H 0.1 0.1 0.2
H 0.1 0.2 0.3
H -0.2 -0.2 0.1
H -0.2 0.1 -0.2
H 0.1 0.1 0.1
H 0.1 0.0 -0.1
H -0.2 -0.1 0.0
H 0.1 0.0 0.2
H 0.2 0.0 -0.2
H 0.3 -0.4 0.0
H 0.3 0.0 0.0
H 0.1 0.4 0.0
C -0.4 0.1 0.2
O -0.1 0.5 -0.3
C 0.1 0.3 -0.2
C 0.5 -0.2 -0.3
C 0.2 0.4 -0.3
C 0.2 -1.4 -0.4
C 0.3 0.7 0.0
O -0.1 0.5 0.9
C 0.0 -0.4 0.0
C 1.3 0.4 -0.5
C 0.2 -0.2 -0.3
C -0.3 0.2 0.4
C 0.2 -0.4 0.1
C -0.2 0.3 -0.3
C -4.5 -4.9 -5.3
C 1.9 0.4 0.0
C -0.3 0.2 0.2
C 0.0 -0.7 0.6
H 0.1 0.1 -0.2
H 0.0 0.0 0.2
H -0.2 -0.1 0.0
H 0.0 0.2 -0.2
H 0.1 -0.2 0.0
H 0.3 0.1 -0.2
H 0.1 -0.2 0.0
H -0.1 -0.1 0.2
H 0.0 0.1 0.1
H 1.5 -0.8 -1.8
H -0.1 0.0 -0.2
H -0.1 0.0 0.1
H -0.3 0.1 0.3

Computed properties:
Net charge: +1
Frontier orbital gap: 5.197 eV



3.
Density functional theory data (wB97M-V/def2-TZVPD) for a single C28H27NO6 molecule.

Atoms and positions in Å:
C 6.18932 2.18990 2.44594
C 5.84415 2.05514 1.00616
C 6.35712 2.73346 -0.04742
O 5.81471 2.35571 -1.23782
C 4.91545 1.39390 -0.95400
C 4.11957 0.69178 -1.83612
C 3.27325 -0.26859 -1.29628
C 3.19924 -0.52502 0.09252
C 4.01958 0.19952 0.95754
C 4.87767 1.15336 0.43905
H 4.00192 0.01683 2.01872
C 2.28040 -1.55055 0.54701
C 1.58314 -2.26720 -0.37147
C 1.68154 -1.96150 -1.79734
O 1.05286 -2.52641 -2.66294
O 2.51324 -0.95518 -2.18109
C 0.63476 -3.39104 -0.06415
H 0.87909 -3.85691 0.88900
H 0.73239 -4.13757 -0.85490
C -0.83265 -2.92167 -0.04394
C -1.00813 -1.83034 0.98854
O -1.15601 -2.10825 2.16806
N -0.90012 -0.53839 0.58452
C -0.98227 -0.04258 -0.76992
H -0.38153 0.87260 -0.80827
C -2.44811 0.26341 -1.12458
H -2.90561 -0.60748 -1.59429
H -2.49972 1.09900 -1.82330
C -3.23919 0.59947 0.15592
C -3.66966 -0.70534 0.82756
O -3.86304 -1.74015 0.24472
O -3.87193 -0.56693 2.13513
H -4.09882 -1.42314 2.53171
C -4.53303 1.30753 -0.21775
C -5.47227 0.62216 -0.98416
C -6.65508 1.22818 -1.36430
C -6.92093 2.53354 -0.98726
C -5.99367 3.22244 -0.22742
C -4.80899 2.61575 0.15648
H -4.10607 3.18088 0.74706
H -6.18939 4.24161 0.07228
H -7.84414 3.00906 -1.28282
H -7.37131 0.67799 -1.95618
H -5.28085 -0.39890 -1.27663
C -2.33316 1.39480 1.10317
H -2.89038 1.71662 1.98153
C -1.15167 0.51605 1.54955
H -0.24529 1.12380 1.65661
H -1.36368 0.03232 2.50469
H -1.97009 2.27705 0.57308
H -0.55490 -0.74436 -1.48177
H -1.45925 -3.75801 0.26806
H -1.14133 -2.61768 -1.03949
C 2.16017 -1.77298 2.02200
H 1.31685 -2.40591 2.27062
H 2.01552 -0.82101 2.52875
H 3.07121 -2.23125 2.40676
H 4.14443 0.85622 -2.89977
H 7.10507 3.50123 -0.09089
H 6.55894 1.24201 2.83479
H 5.30768 2.46833 3.02170
H 6.95415 2.94903 2.58306

Atomic forces in eV per Å
C 0.0 0.0 -0.1
C 0.3 0.4 -0.3
C -0.1 -0.2 0.9
O -0.1 0.0 -0.6
C -0.5 -0.7 0.8
C 0.0 0.0 -0.1
C 0.4 0.4 0.6
C 0.1 0.2 -0.4
C 0.1 0.1 -0.3
C 0.0 0.1 -0.6
H -0.1 -0.1 0.1
C -0.2 -0.3 -0.4
C 0.3 0.0 0.3
C -0.2 -0.3 -0.2
O 0.2 0.2 0.2
O 0.0 0.0 -0.3
C -0.1 0.1 -0.1
H 0.0 0.0 0.0
H 0.0 0.0 0.1
C 0.0 -0.1 0.1
C 0.1 -0.3 -0.2
O 0.0 -0.3 0.3
N 0.0 0.3 0.2
C -0.1 -0.1 -0.4
H 0.0 -0.1 0.0
C 0.1 -0.1 0.1
H 0.0 0.1 -0.1
H 0.0 0.0 0.0
C 0.0 0.1 0.0
C -0.1 -0.2 -0.3
O 0.0 -0.2 -0.1
O -0.1 0.3 0.6
H 0.1 0.0 -0.3
C -0.1 0.1 0.0
C 0.0 0.0 0.0
C 0.0 0.0 0.0
C 0.0 0.1 0.0
C -0.1 0.1 0.0
C 0.1 -0.1 0.0
H 0.1 0.0 0.1
H 0.0 0.1 0.0
H -0.1 0.0 0.0
H -0.1 -0.1 -0.1
H 0.0 -0.1 0.0
C 0.0 -0.1 -0.1
H 0.0 0.1 0.0
C 0.1 0.1 0.5
H -0.1 0.0 0.0
H 0.1 0.1 -0.2
H -0.1 0.1 0.0
H 0.0 0.1 0.0
H 0.0 0.1 0.0
H 0.0 0.0 0.0
C -0.1 -0.1 -0.1
H 0.0 0.0 0.1
H 0.0 0.1 0.1
H 0.1 0.0 0.1
H 0.0 0.0 -0.2
H 0.1 0.1 -0.1
H 0.1 0.0 0.1
H 0.0 0.0 0.1
H 0.1 0.0 0.1

Computed properties:
SMILES: Cc1coc2cc3oc(=O)c(CCC(=O)N4CCC(C(=O)O)(c5ccccc5)CC4)c(C)c3cc12
Frontier orbital gap: 8.431 eV



4.
Density functional theory data (wB97M-V/def2-TZVPD) for a molecular structure, C28H28As2BCl4CrN8O2.

Atoms and positions in Å:
Cr 0.07149 -0.03339 -0.21853
C 1.98569 -3.32409 -1.98623
C 1.54109 -2.00499 -2.05393
N 0.78219 -1.72679 -0.99783
N 0.71149 -2.83689 -0.25373
C 1.43749 -3.81639 -0.82043
B -0.18161 -2.89109 1.00247
N 0.42079 -1.87529 1.98957
C 0.71139 -1.94859 3.29567
C 1.36519 -0.78559 3.65607
C 1.43469 -0.03899 2.48347
N 0.85579 -0.70739 1.49227
N -1.60271 -2.49049 0.57997
C -2.73541 -2.84159 1.21777
C -3.79921 -2.37879 0.47937
C -3.20611 -1.74309 -0.61523
N -1.88771 -1.81759 -0.54403
N -0.26571 -4.31349 1.52737
C -0.74721 -5.34739 0.79167
C -0.88511 -6.43169 1.62137
C -0.46551 -5.95919 2.87187
N -0.09681 -4.69629 2.79887
H 2.61869 -3.83969 -2.67863
H 1.73869 -1.25709 -2.80383
H 1.53549 -4.77989 -0.36033
H 0.46079 -2.82539 3.85697
H 1.74799 -0.51669 4.61747
H 1.88449 0.92381 2.31227
H -2.70811 -3.38469 2.14207
H -4.84381 -2.47039 0.69467
H -3.68151 -1.26519 -1.45463
H -0.96391 -5.23699 -0.25303
H -1.24071 -7.40889 1.36827
H -0.43231 -6.48879 3.80307
Cl -0.54061 4.54161 4.98377
C -0.89531 3.23201 3.93917
C -1.69191 2.16721 4.41187
Cl -2.29031 2.21821 6.01837
C -2.00361 1.10791 3.58607
Cl -2.97171 -0.19299 4.14377
C -1.53311 1.05051 2.24247
O -1.83091 0.15291 1.43107
C -0.61101 2.11771 1.78757
O -0.07801 1.97501 0.64447
C -0.37791 3.20631 2.65357
Cl 0.63399 4.49441 2.10487
C 4.19439 1.55001 -2.48523
As 2.47139 1.44621 -1.43383
C 3.13599 2.56731 0.03517
C 1.46369 2.84741 -2.38463
C 2.13309 3.98341 -2.82893
C 1.46669 5.02471 -3.44603
C 0.09979 4.93221 -3.64263
C -0.57691 3.79811 -3.23113
C 0.08639 2.74911 -2.59823
As -0.93111 1.16051 -2.04903
C -2.64651 1.97231 -1.56513
C -1.39501 0.53491 -3.86573
H 3.99529 1.53901 -3.55653
H 4.78229 0.66301 -2.23743
H 4.79139 2.42561 -2.23563
H 3.60299 3.48191 -0.33493
H 3.87289 1.99531 0.60237
H 2.30589 2.82861 0.68397
H 3.20429 4.05531 -2.69023
H 2.00999 5.89591 -3.78673
H -0.44021 5.73741 -4.11793
H -1.64911 3.72501 -3.39513
H -3.26151 2.25521 -2.42473
H -2.46061 2.84861 -0.94083
H -3.19141 1.24161 -0.96653
H -1.90341 1.32101 -4.43363
H -2.04511 -0.33759 -3.78393
H -0.48521 0.24621 -4.39603

Atomic forces in eV per Å
Cr -1.4 2.3 1.9
C -0.1 0.2 -0.1
C 0.2 -0.2 -0.2
N 0.3 0.0 -0.1
N 0.3 -0.8 -0.1
C -0.1 0.4 0.0
B -0.3 0.2 0.2
N 0.0 -0.6 0.4
C 0.1 0.3 0.1
C 0.0 0.0 -0.2
C 0.1 0.0 0.3
N 0.2 0.2 -0.2
N -0.4 -0.4 0.1
C 0.0 0.2 -0.1
C 0.1 0.0 -0.1
C -0.1 0.0 0.1
N 0.6 0.6 -0.4
N 0.1 -0.3 -0.4
C -0.1 -0.2 0.1
C 0.0 0.1 -0.2
C 0.0 0.1 -0.2
N 0.2 0.3 0.8
H 0.1 -0.1 -0.1
H 0.0 0.0 0.0
H -0.1 -0.1 0.1
H -0.1 -0.1 0.1
H 0.0 0.0 0.2
H -0.1 0.1 0.0
H 0.0 -0.1 0.2
H -0.2 -0.1 0.1
H 0.0 0.1 0.0
H -0.1 0.1 -0.2
H -0.1 -0.2 -0.1
H 0.1 0.0 0.2
Cl 0.1 0.4 0.2
C -0.3 -0.4 0.1
C 0.3 0.4 -0.3
Cl -0.1 -0.1 0.2
C 0.0 0.2 -0.5
Cl -0.2 -0.3 0.0
C 1.0 2.0 0.7
O 0.8 -1.5 -1.8
C -1.5 -0.6 2.6
O 1.3 -2.1 -3.0
C 0.0 -0.4 -0.2
Cl 0.1 0.0 -0.2
C -0.5 -0.8 0.1
As 0.4 1.1 0.0
C 0.0 -0.2 0.2
C -0.1 -0.2 0.0
C 0.3 -0.1 0.1
C 0.0 0.0 -0.1
C -0.1 0.0 0.0
C -0.3 -0.2 0.1
C 0.2 -0.2 0.2
As -0.9 1.2 -1.5
C 0.0 -0.1 0.3
C 0.1 -0.2 0.3
H -0.1 0.0 0.1
H 0.0 0.1 0.0
H -0.3 0.1 0.1
H -0.1 -0.1 -0.1
H 0.0 0.0 0.0
H -0.1 0.0 0.0
H 0.0 0.1 0.0
H 0.0 0.0 0.0
H 0.0 0.1 -0.1
H 0.1 0.1 0.0
H 0.3 -0.1 0.0
H 0.1 -0.1 0.0
H 0.0 0.0 0.0
H 0.1 -0.1 0.2
H 0.0 0.0 0.0
H -0.1 0.0 0.1

Computed properties:
Multiplicity: 2
Frontier orbital gap (spin up / spin down): 4.762 / 4.782 eV